Record 1
# C8H8N2S2

An isolated molecule of C8H8N2S2 at a distorted geometry (the ωB97M-V functional and the def2-TZVPD basis, the OMol25 dataset).

Results
**Structure (SMILES)**: SC1(S)C=Nc2ccccc2N1
**HOMO-LUMO gap**: 8.2 eV

Structure (ORCA input):
```
! RIJCOSX wB97M-V def2-TZVPD def2/J DEFGRID3
* xyz 0 1
S -1.7286 2.8667 0.2041
C -1.4818 1.1773 -0.6788
S -2.9595 0.9390 -1.8168
C -0.3024 1.2763 -1.5112
N 0.7767 0.7444 -1.2650
C 0.8773 -0.1276 -0.2665
C 2.1199 -0.7320 0.0869
C 2.3118 -1.7106 0.9710
C 1.1465 -2.1046 1.6698
C -0.1014 -1.4401 1.5790
C -0.2125 -0.4852 0.5202
N -1.3712 0.1157 0.2756
H -0.6466 3.4083 -0.3384
H -2.2617 1.0885 -2.9225
H -0.3295 2.0152 -2.3772
H 2.9121 -0.3163 -0.4697
H 3.2533 -2.0831 1.1899
H 1.3739 -2.7678 2.5318
H -1.1818 -1.7009 1.8917
H -2.1945 -0.1632 0.7261
*
```

***

Record 2
# C8H8N4O

An isolated molecule of C8H8N4O at a distorted geometry (the ωB97M-V functional and the def2-TZVPD basis, the OMol25 dataset).

Results
**Structure (SMILES)**: CC1=CC(=O)Nc2cncnc2N1
**HOMO-LUMO gap**: 9.3 eV

Structure (ORCA input):
```
! RIJCOSX wB97M-V def2-TZVPD def2/J DEFGRID3
* xyz 0 1
C 0.5967 -0.8675 2.7754
C 0.0242 -0.1347 1.5873
C 0.1303 1.2249 1.5494
C -0.3719 2.1032 0.5274
O -0.3242 3.3099 0.7803
N -0.7526 1.7285 -0.7492
C -0.3940 0.4988 -1.3647
C -0.1191 0.4216 -2.7152
N 0.3167 -0.7175 -3.2873
C 0.3821 -1.8191 -2.5555
N 0.0666 -1.8338 -1.2619
C -0.3016 -0.7071 -0.7058
N -0.6168 -0.8774 0.6222
H -0.1394 -0.8966 3.5851
H 1.5767 -0.4137 3.1367
H 0.7669 -1.8786 2.4541
H 0.5759 1.7293 2.3972
H -1.1965 2.4839 -1.2501
H -0.2267 1.3075 -3.3045
H 0.6702 -2.7679 -3.0360
H -0.6633 -1.8938 0.8148
*
```

***

Record 3
# C8H8N4O4

A cluster of 2 separate species, C8H8N4O4 in total at a distorted geometry (the ωB97M-V functional and the def2-TZVPD basis, the OMol25 dataset).

Results
**Structure (SMILES)**: O=c1cc[nH]c(=O)[nH]1.O=c1cc[nH]c(=O)[nH]1
**HOMO-LUMO gap**: 10.1 eV

Structure (ORCA input):
```
! RIJCOSX wB97M-V def2-TZVPD def2/J DEFGRID3
* xyz 0 1
O -0.0236 2.8428 0.4771
C -0.9289 2.0473 0.3224
C -1.8786 1.9933 -0.9043
C -2.9228 1.2550 -0.8039
N -3.2579 0.5903 0.3930
C -2.4440 0.3697 1.4816
O -2.6832 -0.0933 2.7070
N -1.2124 1.0237 1.3176
H -1.4650 2.2549 -1.8909
H -3.5488 1.0420 -1.6925
H -4.2549 0.1919 0.4777
H -0.6306 1.0144 2.1346
O 1.5651 -0.8645 2.2303
C 1.9444 -0.9948 1.1071
C 3.0910 -1.6915 0.5876
C 3.3335 -1.7027 -0.7452
N 2.2875 -1.4308 -1.6404
C 1.0977 -0.7613 -1.3316
O 0.2210 -0.4260 -2.0993
N 1.0311 -0.6632 0.0565
H 3.9995 -1.9616 1.2196
H 4.2558 -1.9715 -1.2225
H 2.2995 -1.7572 -2.5952
H 0.1246 -0.3069 0.4139
*
```

***

Record 4
# C8H8NO3P

The ion C8H8NO3P with charge -2 at a distorted geometry (the ωB97M-V functional and the def2-TZVPD basis, the OMol25 dataset).

Results
**Structure (SMILES)**: C/C=C(/c1ccccn1)P(=O)([O-])[O-]
**HOMO-LUMO gap**: 5.4 eV

Structure (ORCA input):
```
! RIJCOSX wB97M-V def2-TZVPD def2/J DEFGRID3
* xyz -2 1
C 1.6376 0.2742 3.0578
C 1.0544 0.7141 1.7433
C 0.5219 -0.3222 0.5872
C -0.0884 0.1852 -0.6264
C -1.1154 -0.5216 -1.3022
C -1.6927 -0.0391 -2.4999
C -1.4586 1.2929 -2.8354
C -0.6592 1.9927 -1.9202
N 0.0801 1.4703 -1.0106
P 0.5426 -2.2051 0.8365
O 0.7499 -2.7611 -0.5837
O 1.5139 -2.5420 1.9675
O -0.9279 -2.4080 1.2157
H 1.7622 -0.9040 3.0172
H 2.5542 0.8853 3.1734
H 0.7945 0.4253 3.7506
H 1.0413 1.6881 1.4581
H -1.3696 -1.5592 -0.9315
H -2.4904 -0.6296 -3.1775
H -1.8189 1.8973 -3.7408
H -0.6315 3.0667 -2.1794
*
```

***

Record 5
# C8H8O2

An isolated molecule of C8H8O2 at a distorted geometry (the ωB97M-V functional and the def2-TZVPD basis, the OMol25 dataset).

Results
**Structure (SMILES)**: C#C[C@H](O)c1occc1C
**HOMO-LUMO gap**: 9.3 eV

Structure (ORCA input):
```
! RIJCOSX wB97M-V def2-TZVPD def2/J DEFGRID3
* xyz 0 1
C 2.8794 -0.1943 -1.4293
C 2.1180 0.5387 -0.8669
C 1.1723 1.2520 -0.0501
O 1.6270 1.2312 1.3266
C -0.2389 0.6720 -0.2016
O -1.1816 1.4791 -0.8135
C -2.3191 0.9236 -0.7396
C -2.2947 -0.2772 -0.0986
C -0.9819 -0.4473 0.2152
C -0.4978 -1.7288 0.8273
H 3.8274 -0.5602 -1.7617
H 1.1277 2.3719 -0.1472
H 1.5736 0.3305 1.7322
H -3.0729 1.4516 -1.3431
H -3.0217 -1.0497 0.1613
H -1.1474 -2.3613 1.3906
H 0.2394 -2.2406 0.1372
H 0.1912 -1.3913 1.6613
*
```

***

Record 6
# C8H8O4

An isolated molecule of C8H8O4 at a distorted geometry (the ωB97M-V functional and the def2-TZVPD basis, the OMol25 dataset).

Results
**Structure (SMILES)**: COC(=O)[C@]1(O)C=CC=CC1=O
**HOMO-LUMO gap**: 8.9 eV

Structure (ORCA input):
```
! RIJCOSX wB97M-V def2-TZVPD def2/J DEFGRID3
* xyz 0 1
C 2.1279 1.7615 -0.7977
O 1.1047 0.8785 -0.4461
C 0.0476 1.3246 0.2696
O -0.1557 2.4954 0.4908
C -0.9533 0.2513 0.6719
O -2.0372 0.8487 1.4075
C -0.3446 -0.8518 1.5481
C 0.1792 -1.9382 1.0578
C 0.1459 -2.1309 -0.4248
C -0.6911 -1.4384 -1.2666
C -1.4740 -0.2701 -0.7487
O -2.3520 0.2908 -1.3633
H 1.8599 2.8520 -0.6583
H 2.3793 1.3555 -1.7484
H 3.0469 1.6904 -0.1728
H -2.8607 0.9606 0.8801
H -0.3730 -0.7544 2.7270
H 0.6995 -2.6608 1.6709
H 0.4976 -3.0684 -0.8001
H -0.8467 -1.5962 -2.2967
*
```

***

The highest HOMO-LUMO gap belongs to which entry?
C8H8N4O4